(1)
19
Properties=species:S:1:pos:R:3:forces:R:3 method="wB97M-V/def2-TZVPD" smiles=COc1ccc(C#N)cc1N
O -2.3891 -0.7389 -0.4244 2.15 0.22 -0.47
N -1.6014 2.0303 -0.1046 1.09 0.01 -1.22
N 4.2792 0.1287 0.3099 -4.03 -0.17 -0.19
C 0.6844 1.1169 0.0039 2.82 -2.50 -0.08
C 1.6320 0.0555 -0.0166 -0.76 -1.88 1.31
C 1.1868 -1.3311 -0.0800 3.10 1.16 -1.90
C -0.9809 -0.3509 -0.3877 -1.90 -3.21 1.50
C 3.0979 0.1066 0.2110 2.39 1.21 -0.43
C -0.0989 -1.5183 -0.4078 -4.26 2.06 -0.12
C -2.9681 -0.6032 0.8597 -0.94 2.30 -0.51
C -0.6689 0.9452 -0.0555 -0.93 -0.93 -1.14
H -2.5678 1.7158 -0.1813 0.40 -0.18 -0.02
H -3.2028 -1.4631 1.4318 -0.01 -1.50 -0.06
H -2.2982 -0.0108 1.4636 -0.03 0.32 0.49
H 1.1559 1.9862 -0.2110 0.90 3.33 0.28
H 2.0426 -2.0204 -0.3271 -1.33 0.15 0.98
H -3.9108 -0.0286 0.6960 0.48 -0.41 0.41
H -1.3410 2.4241 -1.0317 -0.74 0.41 0.96
H -0.8154 -2.3284 -0.6439 1.60 -0.40 0.21

***

(2)
56
Properties=species:S:1:pos:R:3:forces:R:3 method="wB97M-V/def2-TZVPD" smiles="COc1ccc(CNC(=O)[C@H](c2ccco2)N(C(=O)c2ccccn2)c2ccccc2)cc1"
O -4.6063 -2.6533 -3.0603 -0.11 0.25 0.15
O 1.9754 -2.1967 1.5386 -0.11 -0.05 -0.14
O 1.0697 3.3178 2.3135 -0.39 -0.27 0.27
O 1.0769 0.5289 -1.0922 0.28 -0.28 -0.30
N -1.1817 -0.7411 1.0663 0.36 -0.06 0.28
N -0.7669 1.7351 -0.5905 -0.23 0.30 -0.12
N 1.5577 0.0155 1.5764 0.14 0.29 0.19
C 3.9835 -0.0994 1.3480 -0.12 0.05 0.05
C 5.2464 0.1581 1.8504 0.01 0.01 -0.07
C -2.4019 -1.1170 0.7260 -0.43 -0.13 -0.07
C -3.5234 0.6519 -2.0883 0.09 -0.09 -0.07
C -4.0936 -3.8678 -3.5522 0.06 -0.17 -0.09
C -1.5802 -0.5851 -2.7223 -0.07 0.16 0.00
C -0.3653 -2.8174 0.2271 0.05 0.07 0.02
C 1.4779 2.4510 1.3614 0.52 0.01 -0.77
C 2.8657 0.2625 2.0843 0.38 -0.19 0.32
C 1.2122 -1.2714 1.3196 0.15 -0.27 0.21
C -0.1745 -1.5757 0.8319 -0.38 -0.57 -0.23
C -2.6973 -2.3369 0.1409 0.13 0.01 0.12
C -2.1464 0.5975 -2.2714 0.14 0.08 -0.06
C 2.7858 4.2428 1.2442 -0.29 0.13 0.37
C 0.3586 1.0658 -0.2800 -0.26 0.50 0.54
C 0.7378 1.1608 1.2145 -0.16 0.32 -0.12
C 3.0112 0.8758 3.3216 -0.01 -0.19 -0.12
C -2.3625 -1.6912 -3.0025 -0.24 -0.25 -0.16
C -1.2699 1.7806 -1.9540 0.11 -0.11 0.00
C 4.2772 1.1400 3.8114 0.05 0.06 0.06
C 5.3954 0.7821 3.0773 0.07 0.05 0.08
C 2.5289 2.9763 0.6675 -0.60 -0.26 0.25
C -1.6460 -3.2010 -0.1231 0.03 0.09 0.13
C -3.7403 -1.6285 -2.8258 0.06 0.25 -0.01
C 1.8691 4.3955 2.2363 0.62 0.42 -0.28
C -4.3136 -0.4433 -2.3630 -0.09 -0.26 -0.06
H -1.8185 2.7167 -2.0815 0.08 -0.06 -0.05
H 2.1355 1.1422 3.8948 -0.10 0.02 0.04
H -0.1602 1.1941 1.8406 0.17 0.10 -0.25
H -3.3898 -4.3224 -2.8478 0.00 0.01 -0.03
H 3.0497 2.5108 -0.1430 0.09 -0.18 -0.18
H -0.3940 1.7774 -2.6070 -0.15 0.12 0.02
H -5.3834 -0.4091 -2.2295 -0.14 0.01 0.01
H 3.5463 4.9381 0.9551 0.14 0.20 0.00
H -3.1848 -0.4024 0.9472 -0.14 -0.02 -0.03
H -1.8862 -2.5917 -3.3560 0.02 -0.12 -0.03
H 6.3827 0.9873 3.4640 0.08 0.01 0.03
H 1.6853 5.1921 2.9292 -0.11 0.05 0.13
H -1.8236 -4.1647 -0.5791 0.00 -0.06 -0.04
H -4.9545 -4.5233 -3.6739 0.10 0.00 -0.01
H -0.5099 -0.6432 -2.8488 0.14 0.00 -0.01
H -3.7164 -2.5979 -0.0963 -0.10 0.00 -0.04
H 3.8516 -0.5780 0.3907 -0.03 -0.06 -0.10
H 0.4896 -3.4549 0.0685 0.05 -0.05 0.01
H -1.4029 1.9890 0.1479 0.13 -0.06 0.07
H 4.3904 1.6211 4.7718 0.01 0.04 0.07
H 6.1178 -0.1243 1.2785 0.07 -0.03 -0.05
H -3.6014 -3.7337 -4.5206 0.00 0.00 0.04
H -3.9834 1.5647 -1.7369 -0.07 0.12 0.03

***

These records have ΔE to the lowest compared entry with this formula, charge and spin values of 348.4, 276.5 kJ/mol, in the order they appear.
These records have calculated total energy values of -13450.6175, -39995.5258 eV, in the order they appear.